No. 1
The following is a DFT calculation (ωB97M-V with the def2-TZVPD basis set) of a molecular structure, C25H42Cl3FeN4O3Si at a distorted geometry.

Structure (XYZ):
```
79
Properties=species:S:1:pos:R:3
C -5.335 -3.003 -4.999
C -4.787 -4.036 -5.920
H -5.841 -2.225 -5.576
H -4.545 -2.529 -4.405
H -6.068 -3.459 -4.320
C -5.307 -4.252 -7.144
C -6.439 -3.500 -7.756
H -4.943 -5.084 -7.742
H -6.320 -2.411 -7.722
H -7.404 -3.729 -7.287
H -6.540 -3.777 -8.809
Fe -0.946 -1.588 -2.421
Cl -0.954 -2.173 -0.347
Cl 0.699 -0.164 -2.808
C 2.823 -2.566 -0.496
O 3.607 -1.642 -0.661
N 2.694 -3.646 -1.333
C 3.575 -3.810 -2.482
C 1.785 -4.737 -1.041
H 2.114 -2.594 0.369
H 4.148 -2.895 -2.635
H 2.989 -4.050 -3.382
H 4.274 -4.637 -2.311
H 1.078 -4.419 -0.266
H 2.344 -5.612 -0.676
H 1.228 -5.024 -1.945
H -2.664 2.001 -1.759
H -1.670 1.275 -4.116
C -2.381 2.969 -2.199
C -1.072 2.202 -4.150
N -1.107 2.890 -2.879
H -2.282 3.715 -1.397
C 0.016 3.373 -2.281
O 1.159 3.235 -2.683
H -0.042 1.964 -4.401
H -0.242 3.940 -1.357
H -3.166 3.294 -2.886
H -1.516 2.851 -4.917
O -2.612 -4.035 -4.832
C -3.648 -4.896 -5.356
C -2.612 -5.588 -7.584
C -3.090 -5.948 -6.318
H -2.797 -4.578 -7.961
C -1.907 -6.521 -8.357
H -4.074 -5.379 -4.453
C -2.959 -7.266 -5.864
H -1.540 -6.214 -9.335
C -1.724 -7.827 -7.877
C -2.275 -8.205 -6.643
H -3.383 -7.496 -4.879
H -1.200 -8.570 -8.483
H -2.183 -9.231 -6.275
Si -0.924 -3.976 -5.067
Cl -2.519 -1.274 -4.013
C -0.573 -3.171 -6.695
C -0.204 -5.728 -4.933
C -0.020 -3.132 -3.671
H -0.525 -3.897 -7.514
H 0.391 -2.651 -6.649
H -1.352 -2.435 -6.921
H 0.014 -2.075 -4.039
H 1.026 -3.375 -3.504
H -0.585 -3.392 -2.733
H -0.245 -6.285 -5.875
H -0.731 -6.315 -4.168
H 0.854 -5.669 -4.634
N 3.584 2.695 2.775
C 2.722 2.035 1.959
C 1.446 1.593 2.393
C 0.595 0.946 1.483
N 0.929 0.745 0.201
C 2.141 1.118 -0.206
C 3.071 1.758 0.613
H 3.349 2.911 3.738
H 4.489 3.011 2.465
H 1.105 1.751 3.420
H -0.390 0.594 1.790
H 2.417 0.907 -1.234
H 4.032 2.023 0.176
```

⟨S²⟩: 6.012
orbital gap (spin up / spin down): 7.88 / 7.32 eV
lowest unoccupied orbital energy (spin up / spin down): 2.48 / 2.48 eV
net charge: -1
2S+1: 5
E_HOMO (spin up / spin down): -5.4 / -4.8 eV

No. 2
The following is a DFT calculation (ωB97M-V with the def2-TZVPD basis set) of a molecular structure, C25H42Cl3N4O3PmSi at a distorted geometry.

Structure (XYZ):
```
79
Properties=species:S:1:pos:R:3
C -1.789 -2.281 -4.091
C -1.404 -2.948 -2.789
H -2.100 -3.076 -4.781
H -0.977 -1.688 -4.565
H -2.604 -1.554 -3.905
C -0.946 -4.204 -2.792
C -0.572 -4.939 -4.030
H -0.822 -4.738 -1.845
H 0.018 -4.342 -4.730
H -1.431 -5.348 -4.575
H 0.052 -5.777 -3.737
Pm 1.035 1.916 0.998
Cl -1.509 1.461 0.661
Cl 2.113 4.243 0.331
H 1.306 5.907 4.349
H -1.395 6.817 3.502
C 1.256 5.602 3.296
C -1.030 6.318 2.591
N -0.103 5.243 2.929
H 1.929 4.760 3.127
C -0.544 3.977 2.919
O 0.201 2.961 3.039
H -1.886 5.887 2.056
H -1.635 3.886 2.752
H 1.559 6.453 2.673
H -0.518 7.057 1.960
H 1.935 -0.715 -3.137
H 2.132 -3.561 -1.884
C 2.895 -0.814 -2.597
C 3.016 -3.035 -1.511
N 2.725 -1.610 -1.374
H 3.330 0.177 -2.389
C 2.394 -1.137 -0.167
O 2.272 0.076 0.175
H 3.302 -3.411 -0.526
H 2.265 -1.944 0.578
H 3.592 -1.403 -3.217
H 3.821 -3.144 -2.236
O -0.567 -1.169 -2.210
C -1.368 -2.023 -1.562
C 0.043 -3.416 0.118
C -1.068 -2.620 -0.145
H 0.816 -3.542 -0.640
C 0.191 -4.039 1.363
H -2.359 -1.544 -1.441
C -1.965 -2.374 0.889
H 1.066 -4.651 1.574
C -0.752 -3.853 2.354
C -1.829 -3.004 2.118
H -2.772 -1.678 0.693
H -0.673 -4.366 3.329
H -2.551 -2.795 2.904
Si -0.424 2.877 -2.917
Cl 0.694 1.486 -1.566
C 0.936 4.019 -3.485
C -1.574 3.842 -1.798
C -1.302 2.108 -4.336
H 1.623 4.249 -2.667
H 0.513 4.970 -3.829
H 1.537 3.630 -4.316
H -0.626 1.578 -5.020
H -1.737 2.972 -4.874
H -2.122 1.435 -4.045
H -2.119 3.211 -1.088
H -2.305 4.374 -2.451
H -0.988 4.595 -1.244
N -0.451 -2.217 6.148
C -0.170 -1.572 4.983
C 1.088 -1.672 4.349
C 1.360 -0.901 3.224
N 0.462 -0.010 2.733
C -0.773 -0.043 3.268
C -1.148 -0.777 4.358
H 0.288 -2.650 6.681
H -1.312 -2.016 6.629
H 1.851 -2.350 4.719
H 2.308 -0.959 2.684
H -1.527 0.556 2.749
H -2.181 -0.735 4.710
```

⟨S²⟩: 6.004
orbital gap (spin up / spin down): 5.38 / 5.40 eV
lowest unoccupied orbital energy (spin up / spin down): 0.11 / 0.12 eV
energy relative to the best compared isomer or geometry (same formula, charge and spin): 4.002 eV
2S+1: 5
E_HOMO (spin up / spin down): -5.3 / -5.3 eV

No. 3
The following is a DFT calculation (ωB97M-V with the def2-TZVPD basis set) of a molecular structure, C25H42MoN8O3P at a distorted geometry.

Structure (XYZ):
```
80
Properties=species:S:1:pos:R:3
Mo -0.238 -0.413 0.186
N 0.080 1.777 0.016
C -1.041 2.691 -0.366
C -2.341 2.509 0.408
C -2.866 1.130 0.166
O -3.826 0.715 -0.392
O -1.912 0.243 0.677
H 0.454 2.083 0.915
H 0.827 1.939 -0.658
H -1.222 2.521 -1.429
H -0.709 3.724 -0.242
H -3.067 3.245 0.055
H -2.189 2.650 1.478
C 2.351 -0.969 -3.850
N 2.707 -1.869 -2.759
C 3.715 -2.906 -3.000
C 2.079 -1.748 -1.586
N 1.217 -0.807 -1.300
N 2.381 -2.697 -0.618
C 1.668 -2.939 0.517
N 2.103 -3.947 1.273
N 0.618 -2.212 0.857
H 2.820 -1.330 -4.759
H 2.712 0.044 -3.656
H 1.270 -0.964 -4.003
H 4.176 -2.714 -3.963
H 3.262 -3.897 -3.030
H 4.509 -2.857 -2.254
H 1.027 -0.202 -2.091
H 3.127 -3.342 -0.832
H 2.897 -4.513 1.018
H 1.624 -4.207 2.121
H 0.212 -2.562 1.720
C 0.289 -1.279 3.806
P 0.337 0.137 2.657
C -0.797 1.358 3.330
C -0.371 2.659 3.611
C -1.267 3.580 4.140
C -2.577 3.204 4.397
C -3.000 1.906 4.125
C -2.117 0.988 3.590
C 2.016 0.778 2.774
C 2.530 1.105 4.035
C 3.828 1.569 4.159
C 4.627 1.708 3.031
C 4.128 1.380 1.779
C 2.828 0.913 1.652
H 0.304 -0.886 4.825
H 1.172 -1.902 3.672
H -0.625 -1.866 3.697
H 0.652 2.963 3.423
H -0.935 4.584 4.364
H -3.267 3.919 4.819
H -4.018 1.615 4.335
H -2.466 -0.019 3.385
H 1.917 1.007 4.922
H 4.217 1.823 5.135
H 5.638 2.075 3.132
H 4.753 1.490 0.904
H 2.458 0.661 0.657
C -1.347 1.499 -4.047
N -2.188 0.363 -3.704
C -3.477 0.328 -4.396
C -1.915 -0.405 -2.642
O -1.131 0.061 -1.733
N -2.457 -1.628 -2.539
C -2.828 -2.433 -3.703
C -2.444 -2.319 -1.266
H -1.154 1.492 -5.119
H -0.399 1.447 -3.514
H -1.846 2.439 -3.800
H -3.854 1.350 -4.446
H -4.191 -0.266 -3.835
H -3.383 -0.058 -5.410
H -2.436 -1.986 -4.612
H -3.909 -2.545 -3.789
H -2.384 -3.421 -3.586
H -1.413 -2.570 -0.952
H -2.977 -3.260 -1.382
H -2.948 -1.734 -0.499
```

⟨S²⟩: 2.014
orbital gap (spin up / spin down): 7.27 / 7.54 eV
lowest unoccupied orbital energy (spin up / spin down): -9.46 / -9.23 eV
net charge: +3
energy relative to the best compared isomer or geometry (same formula, charge and spin): 0.903 eV
2S+1: 3
E_HOMO (spin up / spin down): -16.7 / -16.8 eV

No. 4
The following is a DFT calculation (ωB97M-V with the def2-TZVPD basis set) of a molecular structure, C25H42N2O4SSi2Sm.

Structure (XYZ):
```
77
Properties=species:S:1:pos:R:3
Sm 0.420 0.066 0.306
C -2.143 1.985 -1.405
C -1.607 1.518 -2.751
O -0.217 1.694 -2.903
C 0.621 -0.313 -3.645
C 2.242 -1.838 -2.261
O 1.269 -1.888 -1.212
C 0.426 -3.035 -1.146
C -1.004 -2.691 -1.517
O -1.381 -1.551 -0.748
C -2.739 -1.167 -0.918
C -2.954 0.102 -0.106
O -1.926 1.059 -0.338
H -3.213 2.190 -1.493
H -1.620 2.900 -1.128
H -2.039 2.165 -3.517
H -1.916 0.492 -2.968
H 0.729 0.294 -4.545
H -0.360 -0.791 -3.689
H 3.004 -1.151 -1.901
H 2.702 -2.822 -2.364
H 0.443 -3.370 -0.109
H 0.798 -3.836 -1.786
H -1.650 -3.539 -1.272
H -1.105 -2.462 -2.582
H -3.408 -1.952 -0.554
H -2.944 -1.003 -1.979
H -2.906 -0.137 0.959
H -3.935 0.523 -0.333
C 1.056 -4.178 2.183
Si 0.140 -2.759 3.065
C 0.211 -3.265 4.887
C -1.699 -2.803 2.581
C 0.750 -1.045 2.571
C -0.074 0.004 3.235
C -0.322 0.104 4.611
C -1.128 1.110 5.102
C -1.673 2.043 4.222
C -1.360 1.925 2.888
N -0.594 0.940 2.402
Si 2.581 -0.682 2.898
C 2.790 1.198 2.751
C 3.583 -1.442 1.471
C 3.290 -1.221 4.559
H 1.378 -4.909 2.926
H 1.947 -3.853 1.644
H 0.405 -4.707 1.483
H -0.204 -4.270 4.996
H -0.362 -2.611 5.546
H 1.240 -3.298 5.251
H -2.111 -3.813 2.648
H -1.864 -2.436 1.565
H -2.275 -2.171 3.264
H 0.141 -0.602 5.285
H -1.331 1.182 6.163
H -2.307 2.846 4.568
H -1.724 2.648 2.166
H 2.750 1.549 1.716
H 3.757 1.512 3.151
H 2.021 1.730 3.317
H 3.288 -1.008 0.508
H 3.470 -2.524 1.405
H 4.647 -1.233 1.605
H 2.741 -0.766 5.387
H 4.336 -0.924 4.654
H 3.240 -2.306 4.679
S 1.725 2.183 -0.694
C 1.858 1.245 -2.172
C 2.993 1.244 -2.900
C 3.426 0.422 -4.021
C 2.944 -0.776 -4.357
C 1.749 -1.358 -3.643
N 0.603 0.580 -2.483
H 3.759 1.897 -2.499
H 4.289 0.798 -4.558
H 3.394 -1.346 -5.160
H 1.383 -2.218 -4.207
```

⟨S²⟩: 8.767
orbital gap (spin up / spin down): 7.20 / 8.07 eV
lowest unoccupied orbital energy (spin up / spin down): -3.05 / -2.18 eV
net charge: +1
energy relative to the best compared isomer or geometry (same formula, charge and spin): 3.220 eV
2S+1: 6
E_HOMO (spin up / spin down): -10.2 / -10.2 eV

No. 5
The following is a DFT calculation (ωB97M-V with the def2-TZVPD basis set) of 4 unconnected molecules or ions with the total composition C25H42N6O2 at a distorted geometry.

Structure (XYZ):
```
75
Properties=species:S:1:pos:R:3
C 2.488 4.895 0.556
C 1.295 3.931 0.729
C 0.922 3.624 2.206
N 0.724 3.421 -0.296
C -0.723 3.655 -0.356
C -0.866 5.006 -1.073
N -1.059 6.004 -1.536
C -1.470 2.526 -1.224
C -1.619 3.143 -2.625
N -1.679 3.543 -3.668
C -2.924 2.257 -0.745
C -3.092 1.877 0.751
C -4.542 2.239 1.232
O -4.524 3.472 1.984
C -0.602 1.258 -1.457
C -0.463 0.306 -0.242
C 0.626 -0.770 -0.615
O -0.079 0.928 0.976
H 3.360 4.360 0.129
H 2.829 5.244 1.553
H 2.209 5.791 -0.020
H 1.630 2.887 2.614
H 0.991 4.581 2.760
H -0.135 3.310 2.304
H -1.203 3.812 0.627
H -3.522 3.176 -0.917
H -3.391 1.464 -1.364
H -2.968 0.793 0.940
H -2.410 2.388 1.450
H -4.946 1.433 1.870
H -5.197 2.393 0.351
H -5.025 3.276 2.783
H -1.122 0.676 -2.249
H 0.391 1.487 -1.889
H -1.406 -0.241 -0.063
H 0.505 -0.965 -1.700
H 1.644 -0.345 -0.483
H 0.543 -1.693 -0.019
H 0.838 1.226 0.907
C -0.008 -5.065 -2.152
C -0.220 -5.400 -0.681
C -1.682 -5.263 -0.245
C -2.145 -3.873 -0.439
N -2.494 -2.800 -0.589
H -0.265 -4.025 -2.369
H 1.039 -5.205 -2.426
H -0.612 -5.706 -2.785
H 0.410 -4.746 -0.072
H 0.110 -6.425 -0.498
H -1.787 -5.525 0.808
H -2.319 -5.932 -0.826
C 3.343 4.032 7.794
C 2.033 3.730 7.073
C 2.237 2.975 5.756
C 3.059 3.779 4.827
N 3.693 4.399 4.114
H 3.986 4.683 7.199
H 3.148 4.542 8.738
H 3.891 3.112 8.012
H 1.507 4.668 6.882
H 1.395 3.132 7.728
H 1.274 2.770 5.286
H 2.736 2.021 5.934
C 1.309 -5.334 -6.064
C 1.618 -6.787 -6.409
C 0.443 -7.729 -6.131
C 0.090 -7.696 -4.696
N -0.177 -7.670 -3.590
H 1.101 -5.210 -5.000
H 2.160 -4.697 -6.305
H 0.445 -4.973 -6.627
H 2.492 -7.110 -5.839
H 1.883 -6.855 -7.467
H 0.705 -8.752 -6.404
H -0.430 -7.436 -6.716
```

orbital gap: 9.25 eV
lowest unoccupied orbital energy: 0.48 eV
2S+1: 1
SMILES string: CC(C)=N[C@@H](C#N)[C@](C#N)(CCCO)C[C@@H](C)O.CCCC#N.CCCC#N.CCCC#N
E_HOMO: -8.8 eV

No. 6
The following is a DFT calculation (ωB97M-V with the def2-TZVPD basis set) of a molecular structure, C25H42N6O2PtSi4Te at a distorted geometry.

Structure (XYZ):
```
81
Properties=species:S:1:pos:R:3
Pt -2.970 1.243 0.101
C -1.370 -1.474 1.128
N -1.999 -0.592 2.084
C -3.222 -1.001 2.738
C -4.323 -1.210 1.740
N -4.516 -0.516 0.655
C -5.604 -1.094 0.015
C -6.208 -0.762 -1.194
C -7.276 -1.533 -1.609
C -7.741 -2.614 -0.840
C -7.149 -2.952 0.363
C -6.073 -2.170 0.768
N -5.225 -2.227 1.863
C -0.932 -0.738 -0.154
N -1.993 -0.257 -0.970
C -1.652 -0.476 -2.257
C -2.293 -0.060 -3.433
C -1.727 -0.429 -4.630
C -0.543 -1.197 -4.674
C 0.104 -1.611 -3.526
C -0.465 -1.243 -2.311
N -0.102 -1.499 -1.017
H -2.090 -2.233 0.807
H -0.500 -1.993 1.535
H -1.335 -0.204 2.737
H -3.523 -0.173 3.385
H -3.128 -1.906 3.354
H -5.848 0.079 -1.774
H -7.770 -1.302 -2.543
H -8.582 -3.193 -1.198
H -7.510 -3.783 0.956
H -5.288 -2.862 2.640
H -3.188 0.546 -3.378
H -2.189 -0.121 -5.558
H -0.126 -1.463 -5.636
H 1.015 -2.193 -3.573
H 0.824 -1.787 -0.750
O -3.646 3.850 0.890
N -3.687 2.677 1.240
O -4.176 2.373 2.334
C 5.015 1.931 -1.668
Si 3.150 1.979 -1.499
C 2.365 1.202 -3.006
C 2.589 3.759 -1.404
Si 2.421 0.872 0.416
Te -0.122 1.365 0.401
Si 2.977 2.011 2.381
C 2.383 1.013 3.847
C 2.097 3.661 2.399
C 4.814 2.332 2.560
Si 3.353 -1.265 0.504
C 5.154 -1.052 0.955
C 3.303 -2.209 -1.130
C 2.549 -2.367 1.790
H 5.329 2.518 -2.536
H 5.383 0.910 -1.802
H 5.503 2.349 -0.783
H 2.635 1.764 -3.905
H 1.275 1.211 -2.913
H 2.679 0.165 -3.152
H 2.838 4.287 -2.329
H 3.066 4.288 -0.575
H 1.506 3.816 -1.262
H 1.317 0.788 3.746
H 2.524 1.577 4.774
H 2.924 0.068 3.943
H 1.015 3.534 2.306
H 2.427 4.303 1.579
H 2.296 4.182 3.339
H 5.384 1.412 2.690
H 4.993 2.967 3.433
H 5.212 2.850 1.682
H 5.664 -0.374 0.266
H 5.661 -2.021 0.922
H 5.264 -0.645 1.962
H 3.317 -1.547 -1.998
H 2.431 -2.863 -1.217
H 4.184 -2.854 -1.189
H 2.459 -1.866 2.756
H 3.145 -3.274 1.928
H 1.546 -2.679 1.485
```

⟨S²⟩: 2.039
orbital gap (spin up / spin down): 6.71 / 5.74 eV
lowest unoccupied orbital energy (spin up / spin down): 0.28 / -1.76 eV
energy relative to the best compared isomer or geometry (same formula, charge and spin): 1.298 eV
2S+1: 3
E_HOMO (spin up / spin down): -6.4 / -7.5 eV

E values, unit eV, following the record order: -118548.0602 -100713.3327 -55793.7115 -82266.6180 -39638.1338 -81692.8214.